Record 1
The following is a DFT calculation (ωB97M-V/def2-TZVPD) of a structure of composition C26H54AlBr3ClN3O13V in a non-equilibrium geometry.

Geometry as ORCA input:
```
! RIJCOSX wB97M-V def2-TZVPD def2/J DEFGRID3
* xyz 1 1
C 1.9566 4.6397 1.5779
C 1.4123 3.3958 2.3194
C 1.6944 2.0572 1.6261
C 0.8565 1.7675 0.3596
C 1.6381 1.9249 -0.9683
C 1.0004 2.8683 -2.0131
C 0.5057 4.2029 -1.4744
C -0.4759 4.9011 -2.4160
C -0.8777 6.2440 -1.8166
C -1.8458 6.1184 -0.6100
C -3.0560 5.2188 -0.8799
C -2.9150 3.7586 -0.4950
C -2.8018 3.6310 1.0244
N -3.1404 2.2310 1.4892
C -3.1172 1.2260 0.3931
C -4.1165 1.6472 -0.6626
N -4.1681 3.0738 -0.8730
H 2.5893 5.2180 2.2527
H 1.1175 5.2609 1.2585
H 2.5463 4.3069 0.7137
H 0.3476 3.5154 2.5062
H 1.9050 3.3794 3.2883
H 1.4822 1.2858 2.3640
H 2.7608 1.9748 1.4196
H 0.5877 0.7163 0.4498
H -0.0748 2.3335 0.3638
H 1.6670 0.9391 -1.4306
H 2.6867 2.1836 -0.8095
H 1.7798 3.0998 -2.7435
H 0.2302 2.3539 -2.5872
H 0.0618 4.1179 -0.4855
H 1.3534 4.9081 -1.4076
H 0.0528 5.0639 -3.3592
H -1.3220 4.2661 -2.6668
H -1.2632 6.9382 -2.5598
H 0.0239 6.7196 -1.4147
H -2.2427 7.1191 -0.4769
H -1.3074 5.8922 0.2997
H -3.9126 5.6118 -0.3382
H -3.2926 5.2765 -1.9452
H -2.0455 3.2652 -0.9451
H -3.5116 4.3191 1.4711
H -1.8026 3.9022 1.3440
H -2.4564 1.9840 2.2013
H -4.0493 2.1880 1.9479
H -2.1196 1.2115 -0.0433
H -3.3059 0.2212 0.7577
H -5.0950 1.2337 -0.4013
H -3.7333 1.1262 -1.6491
H -4.3312 3.2645 -1.8553
C 0.7402 -5.1504 -1.0608
C 1.2143 -4.1231 -0.0678
C 0.1936 -3.0625 0.2579
O 1.0285 -1.9344 0.5990
C 2.2028 -2.0917 -0.0672
O 3.0317 -1.2401 -0.1600
O 2.2936 -3.3184 -0.6055
H 0.5009 -4.6715 -2.0059
H 1.5203 -5.8862 -1.2598
H -0.1499 -5.6762 -0.7040
H 1.5819 -4.6061 0.8414
H -0.4514 -3.3318 1.0898
H -0.4157 -2.7944 -0.6047
O -5.4550 5.8677 -3.2619
H -5.3226 5.1449 -2.6440
H -6.3666 5.7657 -3.5519
C 6.6052 -3.9332 1.6093
C 5.7380 -5.1656 1.6157
C 4.4166 -5.0074 2.3311
O 4.1439 -6.3426 2.7661
C 5.3407 -6.9707 2.9162
O 5.4864 -8.0169 3.4481
O 6.3383 -6.2266 2.3785
H 6.8661 -3.6422 2.6273
H 7.5381 -4.1257 1.0813
H 6.0916 -3.1054 1.1191
H 5.5908 -5.5280 0.5945
H 3.6244 -4.6468 1.6797
H 4.4830 -4.3625 3.2110
Br -3.1412 -4.2218 -0.0912
C -4.0995 -5.7553 -0.8277
C -3.4154 -7.0491 -0.4697
Br -1.8072 -7.3646 -1.5173
H -4.1773 -5.5872 -1.8960
H -5.0895 -5.7200 -0.3801
H -4.0686 -7.8913 -0.6834
H -3.1099 -7.0812 0.5705
N 7.2505 -8.1423 5.7669
O 8.2415 -8.6346 5.2460
O 6.3531 -8.8615 6.1799
O 7.1613 -6.9229 5.8850
Al 3.3460 5.4781 -0.3139
C -0.6041 -1.5447 -3.0693
O -0.1196 -2.6843 -2.8873
H -1.1571 -1.3606 -4.0286
H -1.3753 -1.2281 -2.1298
H 0.0630 -0.6553 -3.0057
Br -2.8568 -0.0993 -2.5792
Cl -2.6619 6.5859 2.1144
O -6.1030 1.9757 -3.6906
V -7.0212 0.9325 -2.7320
O -7.8939 -0.0887 -1.7333
*
```

***

Record 2
The following is a DFT calculation (ωB97M-V/def2-TZVPD) of a cluster of 9 separate species, C38H85FN20O8S2 in total in a non-equilibrium geometry.

Geometry as ORCA input:
```
! RIJCOSX wB97M-V def2-TZVPD def2/J DEFGRID3
* xyz 0 1
H -1.7022 4.3915 3.1317
N -2.1665 3.6695 3.6807
C -2.2124 2.6342 3.0016
C -2.8129 1.3806 3.5658
C -1.6300 2.5749 1.5957
C -2.5465 3.2215 0.5556
C -2.2647 4.6578 0.5979
N -2.0614 5.7460 0.7039
C -2.4025 2.6425 -0.8613
C -1.0744 2.0893 -1.0968
N -0.0686 1.6832 -1.3433
C -3.5435 1.6776 -1.1853
C -3.9960 0.7843 -0.0398
C -3.0780 -0.3942 0.3543
S -2.1412 -1.1176 -0.9933
C -0.4977 -1.5098 -0.4260
S -0.0292 -1.2967 1.1249
N 0.2267 -2.0415 -1.4388
C 1.6717 -2.2160 -1.2232
C 2.5434 -0.9631 -1.2438
C 4.0398 -1.3415 -1.0418
C 4.8248 -0.5321 0.0041
C 5.7365 0.5297 -0.6471
C 7.0957 0.7065 0.0771
C 7.2030 1.8896 1.0303
C 7.3368 3.2135 0.2704
C -0.4073 -3.2499 -2.0041
C -1.0942 -4.2097 -1.0353
C -0.1807 -4.9432 -0.0368
C -0.7708 -4.8866 1.3758
C 0.1391 -5.4981 2.4356
C 0.7611 -4.4034 3.3449
C -0.0396 -4.1150 4.6059
C -1.5408 -3.9399 4.3566
C -2.5006 3.7972 -1.8903
C -2.6326 3.2850 -3.3372
C -1.7424 4.1215 -4.2327
F -3.9440 3.3455 -3.7592
H -2.4776 0.5122 3.0195
H -2.4436 1.2677 4.5737
H -3.8927 1.4262 3.5522
H -1.3739 1.5428 1.3886
H -0.6997 3.1303 1.6155
H -3.5851 3.1494 0.8418
H -3.3772 1.0994 -2.0762
H -4.3914 2.3112 -1.4283
H -4.9267 0.3335 -0.3567
H -4.2311 1.3164 0.8710
H -2.4810 -0.1167 1.2048
H -3.7369 -1.1716 0.7151
H 1.9274 -2.7923 -0.3368
H 2.0112 -2.7990 -2.0731
H 2.3780 -0.4394 -2.1745
H 2.2340 -0.2762 -0.4722
H 4.0540 -2.4054 -0.8368
H 4.5187 -1.1299 -1.9875
H 5.4556 -1.1947 0.5872
H 4.1992 -0.0198 0.7235
H 5.9760 0.2675 -1.6703
H 5.2578 1.4979 -0.6030
H 7.9019 0.8417 -0.6376
H 7.3423 -0.1787 0.6534
H 8.0573 1.8182 1.6884
H 6.3164 1.9659 1.6563
H 7.5613 4.0390 0.9268
H 8.1009 3.0797 -0.4887
H 6.4130 3.4242 -0.2550
H -1.1763 -2.9089 -2.6923
H 0.2778 -3.8284 -2.6029
H -1.9294 -3.7647 -0.5167
H -1.5407 -4.9787 -1.6588
H -0.1883 -5.9977 -0.2919
H 0.8582 -4.6395 -0.0670
H -1.1077 -3.8870 1.5994
H -1.6584 -5.5154 1.3255
H -0.4163 -6.1481 3.1034
H 0.9386 -6.0982 2.0197
H 0.8702 -3.5142 2.7330
H 1.7644 -4.7268 3.6016
H 0.1418 -4.8731 5.3572
H 0.3210 -3.1772 5.0189
H -1.9483 -4.9050 4.0949
H -2.0537 -3.5562 5.2258
H -1.6773 -3.2466 3.5381
H -1.6036 4.3905 -1.9027
H -3.3816 4.4006 -1.7125
H -2.2341 2.2816 -3.3955
H -1.9986 4.0226 -5.2742
H -0.7492 3.7027 -4.1309
H -1.6745 5.1515 -3.9072
N 2.2712 3.4547 -7.4634
C 1.3014 4.2572 -6.9446
N 1.6931 5.5468 -6.6975
O 0.1672 3.8647 -6.7135
H 3.2118 3.7611 -7.6575
H 2.0208 2.5045 -7.6549
H 1.0077 6.1685 -6.3149
H 2.6173 5.8891 -6.8773
N 11.2195 0.0285 4.5417
C 10.7651 0.8950 3.5809
N 11.2625 2.1663 3.6638
O 9.9761 0.5581 2.7182
H 11.8675 0.2850 5.2605
H 10.8741 -0.9110 4.5095
H 10.9477 2.8258 2.9777
H 11.9108 2.4657 4.3655
N -8.1332 0.2492 -0.2642
C -7.8114 -0.6281 0.7410
N -8.6464 -1.6905 0.8886
O -6.8348 -0.4751 1.4619
H -8.9288 0.1413 -0.8634
H -7.5348 1.0426 -0.3920
H -8.4315 -2.3481 1.6209
H -9.4531 -1.8549 0.3186
N -9.4334 -4.8785 4.6839
C -8.6830 -4.6173 3.5708
N -7.3469 -4.8422 3.7024
O -9.1818 -4.2057 2.5307
H -9.0495 -5.2138 5.5457
H -10.4204 -4.7205 4.6184
H -6.7650 -4.6569 2.9083
H -6.9183 -5.1769 4.5438
N 5.8382 1.9159 4.5427
C 5.8790 3.2854 4.6057
N 4.8670 3.8686 5.3065
O 6.7618 3.9340 4.0715
H 5.1288 1.3538 4.9712
H 6.5763 1.4664 4.0319
H 4.8717 4.8682 5.3691
H 4.1292 3.3609 5.7527
N 5.8142 2.0652 -9.3514
C 6.1127 2.8581 -8.2786
N 7.4439 3.0147 -8.0225
O 5.2514 3.3896 -7.5955
H 6.5057 1.6206 -9.9233
H 4.8451 1.9297 -9.5666
H 7.6951 3.5904 -7.2414
H 8.1687 2.5894 -8.5671
N -7.0385 3.0543 -3.2673
C -7.9993 3.8490 -2.7057
N -7.6093 5.1377 -2.4553
O -9.1175 3.4404 -2.4461
H -6.1100 3.3675 -3.4893
H -7.2905 2.1050 -3.4643
H -8.2877 5.7489 -2.0432
H -6.6951 5.4917 -2.6621
N -2.8509 -7.7309 2.4846
C -3.9202 -6.8903 2.3308
N -4.4078 -6.7996 1.0552
O -4.3994 -6.2691 3.2628
H -2.4395 -8.2510 1.7341
H -2.4683 -7.8202 3.4065
H -5.1908 -6.1927 0.9053
H -4.0265 -7.3019 0.2773
*
```

SMILES = [H]/N=C(/C)C[C@@H](C#N)[C@@](C#N)(CCCSC(=S)N(CCCCCCCC)CCCCCCCC)C[C@H](C)F.NC(N)=O.NC(N)=O.NC(N)=O.NC(N)=O.NC(N)=O.NC(N)=O.NC(N)=O.NC(N)=O

***

| no. | orbital gap (eV) |
| --- | --- |
| 1 | 0.77 |
| 2 | 8.75 |